# C44H35N13O6SSn

C44H35N13O6SSn as an isolated structure (the ωB97M-V functional and the def2-TZVPD basis, the OMol25 dataset).

```
100
Properties=species:S:1:pos:R:3:forces:R:3:lowdin_charge:R:1
Sn -7.168 -21.264 7.525 0.399 -0.654 0.450 1.143
S -5.150 -23.970 2.527 -0.574 -1.049 0.056 0.692
O -10.875 -29.196 7.353 0.142 -0.297 0.036 0.070
O -0.423 -20.027 11.480 -0.170 0.436 0.115 -0.048
O 0.040 -22.230 11.551 -1.122 0.557 -0.506 -0.087
O -5.754 -20.501 11.547 0.304 -0.206 0.092 -0.005
O -12.127 -27.457 7.385 0.231 -0.084 0.148 0.060
O -6.483 -20.246 9.484 0.535 -0.100 -0.446 -0.275
N -7.332 -15.613 4.368 0.146 0.531 0.522 0.086
N -7.721 -22.655 10.517 -0.351 0.031 -0.921 0.135
N -7.528 -22.629 12.680 -0.567 0.339 -0.509 0.016
N -5.647 -16.083 5.987 0.222 -0.733 0.875 0.136
N -9.284 -20.476 9.271 0.342 -1.509 0.987 0.080
N -2.448 -19.185 5.394 0.480 1.070 0.370 0.051
N -11.711 -19.832 10.362 0.168 -0.808 0.804 0.054
N -11.040 -27.996 7.269 -0.101 -0.167 0.021 -0.346
N -7.889 -19.975 6.267 -1.032 0.603 -0.781 -0.279
N -8.558 -21.799 12.434 -0.059 0.050 -0.899 0.129
N -6.748 -24.503 6.952 1.989 -0.336 1.353 0.105
N -8.993 -23.866 5.652 0.502 0.515 -0.066 0.126
N -4.099 -21.471 8.551 1.113 -0.307 0.662 0.087
C -3.168 -21.033 10.761 0.107 -0.583 -1.499 0.037
C -11.328 -19.368 9.188 0.202 0.211 0.574 -0.118
C -10.103 -23.512 5.043 -0.598 0.274 -0.557 -0.111
C -6.636 -23.410 3.426 1.012 0.611 1.723 -0.439
C -9.733 -18.284 2.839 -0.633 0.120 -0.128 -0.182
C -1.760 -21.920 9.047 0.269 -0.459 -0.307 -0.034
C -8.899 -25.044 6.264 -1.712 -0.867 -0.002 -0.136
C -10.076 -19.672 8.631 -0.593 0.838 -0.349 -0.118
C -4.115 -22.523 2.380 0.338 -0.700 -0.652 -0.442
C -10.891 -20.666 11.013 0.622 -0.146 0.264 -0.080
C -10.008 -25.936 6.277 0.577 0.085 0.871 -0.085
C -9.855 -27.156 7.043 -0.730 0.469 -0.696 -0.087
C -8.702 -27.533 7.597 -0.186 -0.264 0.034 0.055
C -3.686 -18.495 7.360 2.717 0.969 1.175 -0.154
C -7.598 -26.655 7.590 0.791 -0.127 0.933 -0.153
C -7.036 -23.073 11.537 1.358 -0.649 -0.224 -0.206
C -8.354 -18.409 2.926 0.257 -0.463 0.746 -0.159
C -8.228 -16.148 5.199 1.571 -0.543 0.224 -0.137
C -2.421 -18.641 8.130 -2.965 -0.480 -1.216 0.000
C -8.514 -19.618 5.139 -0.457 0.610 -0.987 -0.463
C -4.220 -21.107 9.850 -0.478 0.347 -0.615 -0.200
C -6.082 -17.534 7.919 0.888 0.148 -0.148 -0.029
C -6.104 -15.571 4.872 -0.216 0.109 -0.403 -0.239
C -1.336 -19.305 6.134 -0.981 -0.685 -0.242 -0.171
C -11.178 -25.591 5.608 -1.076 -0.151 -0.802 -0.015
C -2.865 -21.903 8.195 -0.088 0.303 0.287 -0.165
C -3.546 -18.675 5.995 -0.891 -0.801 -0.379 -0.112
C -7.876 -16.761 6.384 0.678 0.621 -0.076 -0.010
C -9.985 -19.588 4.895 1.719 0.039 0.243 -0.084
C -6.526 -16.759 6.740 -0.429 -0.592 0.021 -0.259
C -5.584 -20.600 10.325 -0.633 0.322 0.235 -0.641
C -1.301 -19.119 7.514 0.240 0.772 -0.465 -0.093
C -4.901 -18.142 8.132 0.359 0.292 -0.181 -0.046
C -7.766 -19.073 3.999 -0.558 -0.024 0.665 -0.081
C -8.633 -21.844 11.088 -0.589 -0.101 2.765 -0.324
C -11.245 -24.343 4.979 0.021 -1.109 -0.208 -0.031
C -5.409 -25.964 8.376 -1.293 -0.170 -0.863 -0.019
C -1.901 -21.395 10.343 1.026 -1.059 -0.246 -0.123
C -0.657 -21.223 11.233 1.005 -0.672 0.133 -0.712
C -5.646 -24.760 7.674 -1.063 -0.129 -0.157 -0.087
C -10.526 -18.892 3.809 0.666 -0.679 0.883 -0.162
C -9.656 -21.009 10.468 0.110 0.767 -1.832 -0.173
C -7.696 -25.424 6.984 -0.709 1.238 -1.559 -0.180
C -6.419 -26.905 8.310 0.668 -0.447 -0.195 -0.011
H -3.336 -20.736 11.754 -0.304 0.553 0.991 0.110
H -2.681 -22.181 7.154 -0.498 -0.048 0.136 0.103
H -11.989 -26.387 5.580 0.946 1.688 -0.206 0.127
H -9.192 -16.201 4.822 -1.928 -0.080 -0.493 0.081
H -10.103 -22.527 4.519 0.061 -0.738 0.579 0.118
H -4.746 -18.485 9.139 -0.328 -0.238 0.294 0.088
H -4.437 -18.508 5.360 0.652 -0.253 0.252 0.105
H -4.489 -26.207 8.871 0.260 0.314 0.219 0.102
H -2.456 -18.525 9.196 0.049 0.118 0.428 0.110
H -6.277 -27.892 8.739 -0.070 0.098 0.191 0.114
H -8.633 -28.481 8.080 0.010 -0.493 0.425 0.124
H -11.601 -18.870 3.804 -0.425 0.225 -0.418 0.074
H -6.967 -22.570 13.489 0.137 0.234 1.122 0.138
H -7.022 -22.495 2.988 -0.224 0.021 -0.096 0.026
H -0.453 -19.672 5.624 0.009 -0.052 -0.137 0.090
H -6.084 -23.595 11.534 -0.335 -0.178 -0.288 0.136
H -12.065 -18.677 8.857 -0.065 0.555 -1.241 0.088
H -0.389 -19.305 8.059 0.072 0.028 0.171 0.106
H -4.379 -21.980 1.497 -0.170 0.529 -0.440 0.015
H -9.615 -19.276 7.709 -0.697 -0.101 0.160 0.070
H -7.730 -17.922 2.186 0.086 -0.076 0.013 0.090
H -0.796 -22.376 8.661 -1.166 0.883 0.721 0.134
H -10.641 -20.083 5.614 0.133 0.219 -0.076 0.072
H -6.354 -23.190 4.514 -0.489 -0.283 -1.465 0.036
H -4.190 -21.905 3.232 0.040 0.727 1.025 0.018
H -4.989 -23.931 7.750 0.882 0.581 -0.068 0.072
H -5.358 -15.067 4.306 0.458 0.455 -0.722 0.088
H -7.398 -24.195 3.451 0.327 0.109 -0.274 0.014
H -11.159 -21.025 12.017 -0.063 0.154 -0.592 0.110
H -12.110 -24.108 4.338 0.506 0.151 0.583 0.106
H -3.085 -22.880 2.255 -0.250 0.094 0.186 0.031
H -6.771 -17.631 8.758 -0.087 0.164 -0.273 0.111
H -8.583 -17.269 6.992 -0.523 -0.333 0.314 0.088
H -10.185 -17.697 2.049 -0.024 -0.064 -0.078 0.073
H -6.689 -19.060 4.120 0.101 -0.091 -0.092 0.080
```
Forces are in eV/Å.

Properties
- Net charge: -2
- Largest force on an atom: 3.24 eV/A
- Energy relative to the best compared isomer or geometry (same formula, charge and spin): 28.0 kcal per mole
- HOMO: -1.94 eV
- LUMO: 2.289 eV


# C5H10O2

C5H10O2 as an isolated structure (the ωB97M-V functional and the def2-TZVPD basis, the OMol25 dataset).

```
17
Properties=species:S:1:pos:R:3:forces:R:3:lowdin_charge:R:1
O 1.209 -0.010 -0.771 -0.080 -0.060 -1.715 -0.131
O 0.408 1.036 0.999 1.840 -1.308 0.083 -0.100
C 0.210 0.922 -0.371 0.578 -0.320 -0.597 -0.365
C -0.887 -0.063 -0.846 -0.164 -0.029 0.045 -0.258
C 0.257 -1.078 -0.756 -0.119 -0.401 -0.396 -0.135
C -2.154 -0.265 -0.052 -0.028 0.050 0.093 -0.058
C 1.866 0.499 1.296 -0.848 0.935 0.833 -0.004
H -2.760 -1.073 -0.480 0.117 0.120 0.098 0.080
H -1.099 0.138 -1.904 0.012 0.068 0.231 0.144
H -2.760 0.647 -0.057 0.024 -0.115 0.014 0.081
H 0.236 -1.667 0.180 0.260 0.300 -0.166 0.131
H -1.919 -0.511 0.987 -0.057 0.029 -0.086 0.080
H 0.475 -1.725 -1.601 -0.361 -0.277 -0.044 0.119
H 2.356 -0.472 1.006 -1.583 0.728 -0.055 0.104
H 0.306 1.876 -0.919 -0.047 -0.084 0.394 0.159
H 2.553 1.270 0.937 -0.174 0.022 0.387 0.086
H 1.704 0.476 2.351 0.630 0.342 0.880 0.068
```
Forces are in eV/Å.

Properties
- Largest force on an atom: 2.26 eV/A
- Energy relative to the best compared isomer or geometry (same formula, charge and spin): 84.1 kcal per mole
- HOMO: -9.72 eV
- LUMO: 1.058 eV


# C18H27N3O4S3

One molecule with the formula C18H27N3O4S3 (the ωB97M-V functional and the def2-TZVPD basis, the OMol25 dataset).

```
55
Properties=species:S:1:pos:R:3:forces:R:3:lowdin_charge:R:1
S 0.566 -3.412 -1.861 0.557 -0.120 -0.331 0.638
S -1.751 -1.373 -2.058 0.248 0.303 0.285 1.151
S 0.484 1.666 -0.010 -0.226 -0.328 -0.060 0.742
O -0.369 2.802 -0.301 0.271 0.081 -0.290 -0.316
O -0.532 -4.338 -1.829 -0.290 0.035 0.288 -0.319
O 0.584 1.271 1.369 0.423 -0.150 -0.130 -0.291
O 1.375 -3.381 -3.049 0.199 0.160 0.179 -0.306
N -3.387 0.430 2.416 0.034 0.097 0.036 -0.282
N -2.339 1.251 -1.501 -0.034 0.382 -0.057 -0.017
N 0.555 -0.833 -1.057 0.596 -0.609 0.044 0.056
C -1.460 0.235 -1.425 0.228 -0.098 -0.202 -0.502
C 3.543 2.988 -2.266 -0.016 -0.062 0.078 -0.025
C -4.656 0.235 3.085 0.083 -0.065 -0.085 -0.108
C 0.752 -3.655 0.835 -0.010 -0.100 0.311 -0.291
C 2.106 1.914 -0.699 -0.636 -0.110 0.205 -0.289
C 2.293 2.860 -1.685 -0.119 0.138 -0.070 -0.043
C 1.557 -3.986 2.088 -0.116 0.083 -0.226 -0.098
C -4.075 0.411 0.058 0.078 0.338 -0.052 -0.167
C -0.114 -1.780 -1.611 -0.087 0.010 0.122 -0.653
C -0.168 0.298 -0.940 -0.157 0.529 0.178 -0.359
C -2.386 0.955 3.324 0.012 -0.017 -0.037 -0.097
C 1.621 -3.626 -0.405 -0.750 0.321 -0.424 -0.243
C 5.940 2.283 -2.518 0.002 -0.042 -0.036 -0.045
C -3.757 1.019 -1.314 -0.271 -0.247 0.230 -0.195
C 3.132 1.084 -0.291 0.126 -0.100 0.149 -0.054
C 4.595 2.166 -1.874 -0.081 0.020 0.037 -0.263
C -3.517 1.243 1.219 -0.027 -0.380 -0.139 -0.212
C 4.376 1.215 -0.880 -0.116 0.056 -0.002 -0.024
H 2.312 -2.788 -0.423 0.150 0.063 -0.006 0.099
H -5.156 0.304 0.143 -0.058 -0.095 -0.012 0.108
H 2.033 -4.959 1.993 0.081 -0.109 0.044 0.075
H 6.732 2.195 -1.777 0.088 0.014 0.010 0.082
H -4.509 -0.425 3.939 -0.074 -0.031 0.042 0.082
H -2.281 0.268 4.163 0.042 0.021 0.080 0.083
H -5.359 -0.238 2.403 -0.118 -0.031 0.031 0.076
H 0.906 -4.004 2.957 -0.008 -0.012 0.109 0.074
H 2.157 -4.560 -0.557 0.008 -0.084 -0.211 0.115
H 3.703 3.730 -3.034 0.018 0.081 -0.059 0.115
H -3.632 -0.584 0.120 -0.037 -0.040 0.045 0.102
H 1.465 3.489 -1.972 -0.057 0.100 -0.096 0.115
H -4.098 0.338 -2.100 -0.133 0.162 -0.024 0.109
H 0.274 -2.682 0.960 -0.072 -0.040 0.000 0.106
H 5.189 0.575 -0.570 0.075 -0.067 0.054 0.117
H -1.963 2.108 -1.099 -0.111 -0.203 -0.164 0.101
H -2.514 1.592 0.964 -0.059 0.045 0.021 0.097
H -2.649 1.949 3.718 -0.007 0.050 0.047 0.090
H -5.095 1.180 3.446 -0.010 0.034 0.007 0.088
H 2.940 0.361 0.486 0.072 -0.127 0.093 0.112
H -0.031 -4.401 0.685 -0.028 0.067 0.059 0.109
H -4.150 2.133 1.388 0.075 0.040 0.011 0.131
H 6.045 3.232 -3.038 0.058 0.049 -0.040 0.077
H -4.260 1.979 -1.436 -0.014 -0.078 -0.120 0.126
H 2.328 -3.238 2.252 0.124 0.056 0.087 0.074
H 6.072 1.480 -3.243 0.068 -0.022 -0.063 0.089
H -1.428 1.025 2.810 0.010 0.030 0.055 0.060
```
Forces are in eV/Å.

Properties
- Largest force on an atom: 0.92 eV/A
- Energy relative to the best compared isomer or geometry (same formula, charge and spin): 0.2 kcal per mole
- Structure (SMILES): CCCS(=O)(=O)c1nc(S(=O)(=O)c2ccc(C)cc2)c(NCCCN(C)C)s1
- HOMO: -8.49 eV
- LUMO: 0.353 eV


# C16H40F4K3N2O16S4

C16H40F4K3N2O16S4 as an isolated structure (the ωB97M-V functional and the def2-TZVPD basis, the OMol25 dataset).

```
85
Properties=species:S:1:pos:R:3:forces:R:3:lowdin_charge:R:1
K 1.121 -2.059 4.179 -0.165 -0.725 -0.521 0.885
K -0.169 2.485 3.528 -0.204 0.485 -0.861 0.889
K 3.759 2.460 -4.381 -0.216 -0.582 -0.306 0.872
S 0.054 1.144 -6.807 -10.652 -4.389 3.645 0.423
S -0.450 0.209 -0.482 -5.091 3.371 -0.197 0.579
S 1.899 1.055 -8.200 4.279 -0.390 -3.449 0.591
S 1.654 -0.811 -0.272 3.931 -5.686 -1.920 0.368
F 2.874 -1.067 0.694 0.592 0.124 1.285 -0.211
F -1.483 0.850 0.585 0.181 0.354 1.103 -0.261
F -0.571 1.876 -5.545 0.401 0.967 0.856 -0.220
F 3.404 1.618 -8.067 0.093 0.450 0.444 -0.245
O 2.161 -0.366 -7.920 -1.217 2.841 -0.846 -0.287
O -0.230 1.406 -1.304 0.739 -2.662 1.527 -0.274
O -1.317 -0.838 -0.966 2.285 0.365 0.228 -0.233
O -6.720 1.101 1.171 -0.799 0.484 -1.607 -0.163
O -6.582 -1.890 1.612 1.403 1.486 -0.851 -0.206
O -1.016 1.468 -7.776 2.695 -1.105 0.789 -0.300
O -1.975 5.529 2.145 1.624 -0.151 0.681 -0.184
O 0.050 -5.076 2.433 -1.484 1.125 1.503 -0.228
O 0.076 -0.242 -6.231 0.635 3.228 -2.018 -0.323
O 6.291 -0.435 -4.599 -0.854 0.952 -0.535 -0.217
O 2.209 0.072 -1.232 0.110 0.800 -0.625 -0.278
O 6.575 1.142 -2.316 1.678 0.331 -0.687 -0.234
O 1.573 1.555 -9.551 -0.099 -1.387 3.357 -0.278
O 0.748 4.762 1.045 1.601 1.562 -0.303 -0.204
O 1.376 -2.185 -0.723 -0.117 2.692 1.025 -0.283
O -0.583 -4.966 5.487 1.781 1.856 1.659 -0.223
N 1.304 1.945 -6.917 4.228 -0.010 -2.349 -0.301
N 0.685 -0.176 0.746 -2.391 0.940 -1.527 -0.303
C 7.814 0.599 -2.964 -1.279 0.869 0.025 -0.137
C -1.480 5.612 0.845 -1.292 -0.388 -2.678 -0.241
C -8.054 1.588 0.894 0.578 0.107 0.215 -0.064
C -0.906 -5.944 4.545 -0.797 -0.081 0.044 -0.222
C 0.625 -6.213 1.839 0.205 0.634 -0.505 -0.096
C 6.844 1.556 -0.957 -0.700 -0.559 -0.542 -0.101
C -3.366 5.416 2.176 -0.438 -0.043 0.716 -0.105
C 2.174 5.116 0.934 -0.494 -1.976 0.468 -0.074
C -7.000 -0.879 2.575 -1.155 -2.309 0.036 -0.187
C -7.259 -3.140 1.668 -0.391 1.508 0.982 -0.095
C -6.450 0.509 2.375 1.189 -0.347 1.024 -0.257
C 7.602 0.150 -4.452 -1.787 -1.878 1.728 -0.136
C 5.904 -1.546 -3.820 0.724 0.108 1.370 -0.105
C -0.036 5.896 0.607 0.303 -0.114 1.622 -0.192
C 0.296 -5.349 6.610 -0.964 -0.741 -1.281 -0.051
C -1.178 -5.359 3.164 1.773 -0.242 -0.409 -0.158
H 0.662 -5.966 0.778 0.037 -0.589 -0.189 0.099
H -3.773 4.614 1.561 0.174 0.059 -0.530 0.096
H -1.828 4.734 0.300 0.457 -0.689 -0.058 0.133
H -8.881 0.927 1.157 0.279 -0.458 0.026 0.082
H -6.648 1.205 3.191 -1.117 -0.241 0.568 0.123
H -1.742 -6.099 2.596 -0.212 0.033 -0.031 0.125
H 8.255 -0.707 -4.610 0.820 0.358 -0.178 0.119
H -0.222 -6.030 7.286 -0.311 0.308 0.214 0.091
H -3.612 5.120 3.196 -0.162 0.369 0.106 0.088
H -1.881 -6.329 4.844 0.034 -0.794 0.164 0.132
H -5.374 0.459 2.544 0.489 -0.161 -0.939 0.116
H 6.939 2.626 -0.773 0.119 0.291 -0.676 0.077
H 1.651 -6.280 2.201 -0.035 -0.593 0.059 0.089
H 6.663 -2.328 -3.837 -0.182 -0.490 -0.694 0.091
H 7.666 0.863 -5.274 0.199 0.244 0.513 0.127
H -6.998 -3.601 2.620 -0.637 -0.179 0.403 0.079
H 8.080 -0.246 -2.329 0.238 -0.161 -0.280 0.113
H 0.656 -4.465 7.136 -0.322 0.032 -0.180 0.079
H -0.110 -6.688 4.572 -0.247 -0.415 -0.487 0.129
H 5.842 -1.348 -2.750 0.176 0.744 0.336 0.072
H 0.267 6.235 -0.384 -0.636 -0.769 -0.573 0.132
H 2.586 5.526 1.857 -0.446 1.064 -0.185 0.086
H -8.252 2.530 1.405 0.215 0.155 0.262 0.080
H 5.946 1.244 -0.425 0.239 -0.192 0.398 0.082
H -7.001 -3.893 0.923 0.341 0.806 -0.510 0.089
H 8.592 1.361 -2.909 0.142 -0.010 0.022 0.118
H -8.098 1.799 -0.174 0.138 -0.220 0.085 0.092
H 2.741 4.185 0.911 -0.301 -0.465 -0.338 0.074
H -2.007 6.357 0.247 -0.264 0.783 0.299 0.134
H -0.002 -7.080 2.046 0.459 -0.296 -0.179 0.093
H 2.434 5.606 -0.004 -0.300 0.527 0.292 0.092
H -8.086 -0.816 2.634 -0.493 -0.069 -0.604 0.108
H -1.759 -4.438 3.218 0.056 0.008 0.094 0.129
H -6.797 -1.369 3.527 0.589 0.724 0.655 0.118
H -8.282 -2.780 1.560 -0.624 -1.273 0.288 0.088
H 1.142 -5.946 6.269 0.241 0.218 -0.379 0.084
H 7.752 1.096 -0.564 -0.141 -0.280 0.089 0.084
H 0.158 6.821 1.150 0.561 -0.074 0.883 0.130
H 4.878 -1.863 -4.004 0.340 -0.075 -0.985 0.102
H -3.802 6.385 1.934 -0.361 -0.110 -0.079 0.101
```
Forces are in eV/Å.

Properties
- Net charge: +1
- Largest force on an atom: 12.08 eV/A
- Energy relative to the best compared isomer or geometry (same formula, charge and spin): 47.3 kcal per mole
- HOMO: -9.76 eV
- LUMO: -5.009 eV